Record 1
Formula: C2H5N3O
Source: OMol25
Level of theory: ωB97M-V/def2-TZVPD

Results
HOMO = -8.70 eV
Total charge = 0
Gap between HOMO and LUMO = 9.39 eV
Structure (SMILES) = N/N=C\NC=O

Geometry (Å):
O  0.524  2.345  1.625
N  -1.153  -0.616  -1.350
N  0.288  0.067  0.849
N  -0.057  -1.244  -1.113
C  0.445  1.561  0.616
C  0.637  -0.947  -0.057
H  0.811  -0.162  1.778
H  0.317  1.906  -0.453
H  1.541  -1.578  0.282
H  -1.505  -0.246  -0.403
H  -1.848  -1.087  -1.773

Mulliken atomic charge list, values in e, 8 entries:
1. O -0.51
2. N -0.36
3. N -0.39
4. N -0.37
5. C 0.13
6. C 0.14
7. H 0.30
8. H 0.33

Record 2
Formula: C2H5N3O
Source: OMol25
Level of theory: ωB97M-V/def2-TZVPD

Results
HOMO = -8.61 eV
Total charge = 0
Gap between HOMO and LUMO = 9.36 eV

Geometry (Å):
O  0.381  -0.785  -1.947
N  -1.329  1.954  0.471
N  -0.165  0.059  0.142
N  1.239  -1.757  -0.068
C  0.465  -0.843  -0.745
C  -0.993  0.976  -0.385
H  -1.372  2.754  -0.136
H  -0.892  2.067  1.395
H  1.545  -2.513  -0.662
H  0.908  -2.040  0.842
H  0.214  0.127  1.092

Mulliken atomic charge list, values in e, 8 entries:
1. O -0.49
2. N -0.33
3. N -0.12
4. N -0.46
5. C 0.47
6. C -0.35
7. H 0.32
8. H 0.20

Record 3
Formula: C2H5N3O
Source: OMol25
Level of theory: ωB97M-V/def2-TZVPD

Results
HOMO = -9.62 eV
Total charge = 0
Gap between HOMO and LUMO = 10.64 eV

Geometry (Å):
O  0.165  -0.752  -1.049
N  -1.553  -0.371  0.785
N  1.019  -0.179  0.816
N  -0.004  1.220  -0.411
C  1.101  0.243  -0.614
C  -0.333  -0.089  0.189
H  -1.714  -1.368  0.880
H  1.303  -1.162  0.880
H  2.017  0.427  -1.174
H  -2.302  0.053  0.249
H  0.251  1.855  0.351

Mulliken atomic charge list, values in e, 8 entries:
1. O -0.53
2. N -0.53
3. N -0.64
4. N -0.60
5. C 0.23
6. C 0.54
7. H 0.27
8. H 0.26

Record 4
Formula: C2H5N3O2
Source: OMol25
Level of theory: ωB97M-V/def2-TZVPD

Results
HOMO = -8.88 eV
Total charge = 0
Gap between HOMO and LUMO = 9.78 eV
Structure (SMILES) = N/N=C\NOC=O

Geometry (Å):
O  -1.435  -0.899  0.230
O  -2.372  1.110  -0.288
N  2.069  0.935  0.027
N  -0.225  -0.204  0.419
N  2.017  -0.410  -0.363
C  0.839  -0.905  -0.225
C  -2.458  -0.092  -0.138
H  1.556  1.092  0.931
H  0.675  -1.912  -0.538
H  -0.331  0.759  0.050
H  3.018  1.227  0.097
H  -3.354  -0.702  -0.202

Mulliken atomic charge list, values in e, 8 entries:
1. O -0.21
2. O -0.52
3. N -0.43
4. N -0.31
5. N -0.41
6. C -0.02
7. C 0.21
8. H 0.22

Record 5
Formula: C2H5N3O2
Source: OMol25
Level of theory: ωB97M-V/def2-TZVPD

Results
HOMO = -9.21 eV
Total charge = 0
Gap between HOMO and LUMO = 10.23 eV
Structure (SMILES) = CNOC=O.N#N

Geometry (Å):
O  -0.880  -0.676  -0.147
O  0.206  -1.087  1.787
N  0.266  1.669  1.915
N  -0.823  1.444  2.010
N  -0.002  0.418  -0.419
C  0.594  0.209  -1.720
C  -0.713  -1.258  1.038
H  0.708  0.684  0.499
H  -0.194  0.243  -2.474
H  -1.569  -1.926  1.213
H  1.292  1.027  -1.887
H  1.116  -0.750  -1.814

Mulliken atomic charge list, values in e, 8 entries:
1. O -0.17
2. O -0.49
3. N -0.06
4. N 0.04
5. N -0.31
6. C -0.75
7. C 0.15
8. H 0.39

Record 6
Formula: C2H5N3O2
Source: OMol25
Level of theory: ωB97M-V/def2-TZVPD

Results
HOMO = -9.13 eV
Total charge = 0
Gap between HOMO and LUMO = 9.72 eV
Structure (SMILES) = [H]/N=C1/[C@H](ON)N1O

Geometry (Å):
O  0.055  -1.359  1.525
O  0.009  0.343  -1.646
N  -0.915  -0.629  -2.060
N  -0.261  -0.191  0.784
N  0.836  2.261  1.014
C  0.611  0.069  -0.327
C  0.573  1.139  0.630
H  1.542  -0.493  -0.422
H  -0.784  -1.633  1.919
H  0.615  2.574  1.954
H  -0.513  -1.549  -1.866
H  -1.768  -0.533  -1.507

Mulliken atomic charge list, values in e, 8 entries:
1. O -0.40
2. O -0.28
3. N -0.45
4. N -0.26
5. N -0.49
6. C 0.13
7. C 0.20
8. H 0.39